No. 1
ORCA calculation (wB97M-V/def2-TZVPD) on a cluster of 10 separate species, C52H67BrN10O3 in total.

```
133
C52H67BrN10O3 (wB97M-V/def2-TZVPD)
C -1.0452 3.0406 -2.1197
C 0.5782 3.1662 -1.9203
O 1.0659 4.2111 -1.1982
N 1.6215 2.2266 -2.5128
C 1.4701 0.8158 -1.9820
C 1.9941 -0.2491 -3.1201
C 0.7531 -1.0644 -3.8802
C 0.0036 -2.0571 -2.8122
C -1.4740 -1.4761 -2.2895
C -2.5851 -2.1265 -3.3276
C -3.2745 -1.0232 -4.3410
C -4.4071 -0.0661 -3.6060
C -5.3956 -0.6162 -2.4101
C -6.4523 0.4250 -1.7115
C -6.5887 2.0029 -2.1437
C -5.6495 2.5709 -3.3685
C -4.5747 1.5261 -4.0783
O -1.6079 -1.9675 -0.8940
C -2.8795 -1.5425 -0.2887
O -3.2348 -0.2640 -0.0487
Br -4.1328 -3.0570 0.2575
H -1.4012 1.9878 -2.5337
H -1.5796 3.1563 -1.0646
H -1.4487 3.8770 -2.8531
H 1.5665 2.2174 -3.5647
H 0.3470 0.6623 -1.6824
H 2.1401 0.6502 -1.0101
H 2.6481 0.2553 -3.9804
H 2.7418 -0.9903 -2.5659
H 0.0459 -0.3546 -4.4845
H 1.3015 -1.7765 -4.6658
H 0.6823 -2.0598 -1.8302
H -0.0514 -3.1858 -3.1538
H -1.5035 -0.2976 -2.3693
H -2.0247 -2.9057 -4.0377
H -3.4408 -2.7269 -2.7975
H -2.3978 -0.3125 -4.7149
H -3.7122 -1.5142 -5.3371
H -5.2939 -1.7431 -2.1092
H -7.1241 0.0305 -0.8383
H -7.3563 2.7234 -1.5899
H -5.6933 3.6956 -3.7592
H -3.9185 1.9715 -4.9478
C 6.3656 0.3842 -0.5187
C 6.5775 0.8696 0.7938
C 5.5084 1.6775 1.1103
N 4.6613 1.7004 0.0330
C 5.1731 0.9102 -0.9631
H 7.0123 -0.2785 -1.0789
H 7.4190 0.6526 1.4389
H 5.2792 2.2377 2.0070
H 3.7938 2.2186 -0.0185
H 4.6471 0.7915 -1.9009
C -3.5549 -6.1599 3.1007
C -3.0898 -6.6704 4.3362
C -2.5928 -5.6085 5.0582
N -2.7374 -4.4760 4.2997
C -3.3282 -4.8017 3.1067
H -4.0075 -6.7221 2.2942
H -3.1153 -7.7016 4.6641
H -2.1487 -5.5622 6.0435
H -2.4534 -3.5455 4.5775
H -3.5347 -4.0414 2.3654
C -7.4612 0.2351 -7.9705
C -6.8460 0.5895 -6.7461
C -7.2164 -0.3526 -5.8128
N -8.0373 -1.2604 -6.4300
C -8.1878 -0.9131 -7.7473
H -7.3817 0.7600 -8.9137
H -6.2017 1.4401 -6.5649
H -6.9679 -0.4538 -4.7647
H -8.4643 -2.0615 -5.9834
H -8.7987 -1.5103 -8.4109
C 8.6143 1.2192 -5.3876
C 7.4644 1.6948 -6.0619
C 6.3968 1.5514 -5.2042
N 6.8615 1.0015 -4.0379
C 8.2135 0.8005 -4.1385
H 9.6258 1.1867 -5.7712
H 7.4200 2.0991 -7.0650
H 5.3489 1.7917 -5.3242
H 6.2953 0.7796 -3.2292
H 8.7729 0.3765 -3.3154
C 3.7300 -1.0479 5.4569
C 4.9754 -1.0557 6.1293
C 5.9488 -0.7861 5.1934
N 5.3348 -0.6207 3.9792
C 3.9812 -0.7731 4.1312
H 2.7550 -1.2227 5.8930
H 5.1441 -1.2377 7.1828
H 7.0231 -0.6994 5.2871
H 5.8066 -0.4170 3.1077
H 3.3145 -0.6747 3.2850
C -9.6659 -3.3727 0.3643
C -9.6451 -2.8086 1.6623
C -8.3331 -2.5184 1.9628
N -7.5611 -2.8920 0.8936
C -8.3658 -3.4090 -0.0881
H -10.5355 -3.7145 -0.1819
H -10.4957 -2.6324 2.3079
H -7.8838 -2.0804 2.8440
H -6.5551 -2.7998 0.8375
H -7.9454 -3.7589 -1.0214
C 11.6775 2.4161 1.3649
C 10.5276 2.8918 0.6906
C 9.4600 2.7484 1.5482
N 9.9247 2.1984 2.7146
C 11.2767 1.9975 2.6140
H 12.6890 2.3836 0.9813
H 10.4832 3.2961 -0.3125
H 8.4121 2.9887 1.4283
H 9.3585 1.9766 3.5232
H 11.8361 1.5735 3.4371
C 7.4065 3.2949 5.5666
C 6.1174 2.7722 5.3054
C 5.2012 3.6725 5.8015
N 5.8923 4.7176 6.3570
C 7.2377 4.4988 6.2135
H 8.3555 2.8427 5.3093
H 5.8827 1.8398 4.8084
H 4.1194 3.6582 5.8079
H 5.4748 5.5245 6.8022
H 7.9579 5.2157 6.5845
C -7.5901 0.1394 6.7734
C -8.5394 0.6954 5.8830
C -7.9561 0.7402 4.6366
N -6.6864 0.2353 4.7447
C -6.4564 -0.1388 6.0431
H -7.7198 -0.0399 7.8328
H -9.5410 1.0267 6.1248
H -8.3343 1.0886 3.6847
H -6.0235 0.1510 3.9851
H -5.5076 -0.5683 6.3357
```

Values from the calculation:
DFT total energy   -146079.9754 eV
Maximum force   9.81 eV/A
HOMO   -8.126 eV
Frontier orbital gap   7.238 eV
Multiplicity   1
Charge   0
SMILES   CC(=O)NCCCC[C@@H](CCc1ccccc1)OC(=O)Br.c1cc[nH]c1.c1cc[nH]c1.c1cc[nH]c1.c1cc[nH]c1.c1cc[nH]c1.c1cc[nH]c1.c1cc[nH]c1.c1cc[nH]c1.c1cc[nH]c1

No. 2
ORCA calculation (wB97M-V/def2-TZVPD) on a cluster of 13 separate species, C52H69N13 in total.

```
134
C52H69N13 (wB97M-V/def2-TZVPD)
C 11.6152 -9.2406 -28.5968
C 11.8397 -7.7471 -28.7789
C 12.9320 -7.4727 -29.7555
C 14.2603 -7.8323 -29.3090
N 15.3223 -8.1627 -28.9942
H 12.5473 -9.7855 -28.4472
H 11.2700 -9.8155 -29.4561
H 10.8554 -9.3776 -27.8274
H 12.0636 -7.4493 -27.7545
H 10.9633 -7.1757 -29.0846
H 12.8450 -6.4336 -30.0729
H 12.7903 -8.0809 -30.6488
C 2.5469 -9.9707 -24.7854
C 2.4172 -8.7585 -25.7365
C 1.2625 -8.7363 -26.6693
C -0.0681 -8.6059 -26.0511
N -1.1113 -8.5567 -25.6015
H 3.0299 -10.7949 -25.3103
H 1.5669 -10.2320 -24.3860
H 3.1853 -9.7431 -23.9317
H 3.3612 -8.5531 -26.2412
H 2.3319 -7.9253 -25.0389
H 1.2097 -9.6485 -27.2635
H 1.1315 -7.9163 -27.3754
N 5.4996 -11.3166 -29.1798
C 4.7438 -12.1351 -28.3748
C 3.4110 -11.6523 -28.2345
C 3.3542 -10.5163 -29.0224
C 4.6042 -10.3099 -29.6269
H 6.4942 -11.1819 -29.2925
H 5.1843 -13.0111 -27.9222
H 2.6096 -12.0851 -27.6541
H 2.4533 -9.9280 -29.1161
H 5.0855 -9.5517 -30.2267
N 11.7991 -13.5607 -27.4446
C 12.1283 -13.8273 -26.1298
C 11.8741 -12.7094 -25.3493
C 11.2171 -11.8053 -26.0893
C 11.1762 -12.3117 -27.4518
H 11.9276 -14.2381 -28.1827
H 12.4746 -14.8298 -25.9261
H 12.0718 -12.6458 -24.2894
H 10.9013 -10.8492 -25.6990
H 10.8850 -11.8450 -28.3812
N 9.9279 -3.6160 -22.4648
C 10.0836 -4.8311 -23.0763
C 8.9405 -5.5741 -22.7816
C 8.1145 -4.8321 -21.9861
C 8.7715 -3.5688 -21.7831
H 10.5527 -2.8450 -22.6522
H 10.9813 -5.0340 -23.6415
H 8.7066 -6.5778 -23.1045
H 7.1718 -5.2784 -21.7058
H 8.6291 -2.6375 -21.2550
N 7.4116 -8.6796 -21.8088
C 6.9948 -8.7383 -20.5144
C 5.9232 -7.9430 -20.4070
C 5.5034 -7.5024 -21.6823
C 6.5026 -7.9138 -22.5592
H 8.1843 -9.1751 -22.2302
H 7.5968 -9.3490 -19.8578
H 5.4104 -7.6459 -19.5041
H 4.6554 -6.8456 -21.8086
H 6.7704 -7.8621 -23.6041
N 8.1738 -8.9995 -29.1679
C 8.4410 -10.3484 -29.2590
C 8.6530 -10.6759 -30.5929
C 8.3314 -9.5964 -31.3321
C 7.9419 -8.5770 -30.4449
H 7.9631 -8.5971 -28.2658
H 8.3168 -10.9277 -28.3559
H 8.9821 -11.6110 -31.0214
H 8.4404 -9.5483 -32.4055
H 7.5016 -7.5934 -30.5156
N 11.1987 -9.2355 -20.8410
C 10.8153 -10.5282 -20.6534
C 10.3028 -11.0730 -21.8281
C 10.4369 -10.0345 -22.7755
C 11.0542 -8.9210 -22.1776
H 11.7127 -8.6923 -20.1622
H 10.9986 -10.9643 -19.6825
H 9.9857 -12.0751 -22.0767
H 10.1709 -10.0596 -23.8219
H 11.4662 -8.0246 -22.6171
N 7.8974 -7.5338 -26.1519
C 8.8224 -8.4361 -25.7470
C 8.1903 -9.6962 -25.8840
C 6.8820 -9.5565 -26.3529
C 6.6930 -8.1888 -26.4895
H 8.0166 -6.5447 -25.9858
H 9.8057 -8.1247 -25.4268
H 8.6671 -10.6517 -25.7227
H 6.2018 -10.3274 -26.6837
H 5.8320 -7.6183 -26.8052
N 3.2958 -3.8155 -23.1559
C 4.3650 -4.5028 -23.6563
C 3.9350 -5.3922 -24.6075
C 2.5377 -5.1819 -24.7455
C 2.1812 -4.2773 -23.7989
H 3.2478 -3.1476 -22.3998
H 5.3681 -4.4330 -23.2620
H 4.5445 -6.1512 -25.0753
H 1.8811 -5.6484 -25.4650
H 1.2416 -3.7903 -23.5834
N 8.9944 -13.5480 -25.0811
C 7.6845 -13.2922 -25.2951
C 6.9456 -13.7646 -24.2119
C 7.8478 -14.3348 -23.3222
C 9.0883 -14.2460 -23.8548
H 9.8018 -13.0985 -25.4888
H 7.4379 -12.6804 -26.1502
H 5.8824 -13.6159 -24.0937
H 7.6011 -14.7301 -22.3479
H 10.0718 -14.4906 -23.4818
N 9.3342 -4.4705 -27.2030
C 8.6585 -5.0310 -28.2402
C 7.3319 -4.9433 -28.0668
C 7.1747 -4.3060 -26.8742
C 8.4154 -4.0416 -26.3365
H 10.3403 -4.4019 -27.1464
H 9.1758 -5.4912 -29.0691
H 6.4765 -5.2138 -28.6681
H 6.2498 -4.1088 -26.3527
H 8.6382 -3.5785 -25.3866
N 1.3460 -6.3282 -29.8957
C 2.3783 -7.1145 -30.2446
C 3.3986 -6.9981 -29.3411
C 2.9192 -6.1500 -28.3577
C 1.6168 -5.7382 -28.7356
H 0.4877 -6.0164 -30.3274
H 2.3777 -7.5884 -31.2150
H 4.3909 -7.4242 -29.3546
H 3.5183 -5.7788 -27.5394
H 0.9134 -5.0716 -28.2588
```

Values from the calculation:
Energy above the lowest of the compared OMol25 structures with the same formula, charge and spin   301.49 kJ/mol
DFT total energy   -74408.8712 eV
Maximum force   4.67 eV/A
HOMO   -7.871 eV
Frontier orbital gap   7.937 eV
Multiplicity   1
Charge   0

No. 3
ORCA calculation (wB97M-V/def2-TZVPD) on a structure of composition C52H70HfN7O2SeSi4Te.

```
138
C52H70HfN7O2SeSi4Te (wB97M-V/def2-TZVPD)
Hf 0.0919 1.2244 0.0234
C -0.2481 -1.7604 3.4952
C -1.1694 -0.7291 2.8366
C -2.5562 -1.3163 2.5896
C -1.1554 0.5119 3.6893
C -1.9723 0.5824 4.8056
C -1.8831 1.6557 5.6668
C -0.9446 2.6333 5.4174
C -0.0820 2.5882 4.3236
C 0.9019 3.7436 4.2677
C 0.4876 4.7414 3.1920
C 2.3701 3.3622 4.0928
C -0.2200 1.5240 3.4155
N 0.5967 1.3999 2.2299
C 1.7985 0.8383 2.4622
O 2.1954 0.2969 3.4852
C 2.7339 0.9868 1.2735
C 4.1179 0.9960 1.3613
C 4.8446 1.2643 0.2064
C 4.1896 1.5252 -0.9914
C 2.7991 1.4886 -1.0075
N 2.1278 1.1950 0.1038
C 1.9582 1.8100 -2.2392
O 2.5337 2.2736 -3.2154
N 0.6380 1.5604 -2.1205
C -0.0332 1.6817 -3.4045
C 0.1437 0.6720 -4.3645
C -0.4354 0.8036 -5.6200
C -1.1995 1.8985 -5.9554
C -1.3504 2.9038 -5.0275
C -0.7693 2.8195 -3.7696
C -0.8951 4.0283 -2.8782
C -0.0031 5.1537 -3.4169
C -2.3490 4.4841 -2.7178
C 0.9833 -0.5569 -4.1289
C 2.2975 -0.4429 -4.9051
C 0.2144 -1.8178 -4.5228
H -0.0360 -2.5817 2.8125
H -0.7172 -2.1519 4.3938
H 0.6885 -1.2930 3.7891
H -0.7498 -0.4441 1.8506
H -2.9868 -1.6913 3.5153
H -2.4790 -2.1440 1.8855
H -3.2330 -0.5660 2.1828
H -2.6624 -0.2172 5.0186
H -2.5099 1.7142 6.5411
H -0.8574 3.4583 6.1085
H 0.8275 4.2513 5.2355
H 0.6528 4.2848 2.2255
H 1.0873 5.6473 3.2493
H -0.5626 5.0115 3.2897
H 2.5767 3.0260 3.0783
H 2.6471 2.5691 4.7841
H 2.9906 4.2348 4.2917
H 4.5878 0.8213 2.3145
H 5.9221 1.2934 0.2471
H 4.7235 1.7797 -1.8950
H -0.2693 0.0385 -6.3604
H -1.6465 1.9864 -6.9327
H -1.8953 3.7930 -5.3014
H -0.5165 3.7463 -1.8989
H -0.3516 5.4988 -4.3871
H 1.0167 4.7906 -3.5346
H 0.0058 6.0015 -2.7328
H -2.7511 4.8746 -3.6483
H -2.4153 5.2733 -1.9712
H -2.9811 3.6525 -2.4063
H 1.2301 -0.6395 -3.0613
H 2.1167 -0.4085 -5.9766
H 2.9350 -1.2975 -4.6884
H 2.8131 0.4717 -4.6196
H 0.0260 -1.8483 -5.5916
H -0.7400 -1.8572 -4.0030
H 0.7883 -2.6957 -4.2592
Se -4.8687 6.9409 1.4932
N -5.0311 5.2171 1.1943
C -3.8455 4.7090 0.9119
C -3.6028 3.3347 0.5777
C -4.6291 2.4207 0.3865
C -4.3183 1.1195 0.0004
C -2.9915 0.7723 -0.1585
N -1.9736 1.6175 0.0418
C -2.2532 2.9202 0.3829
C -1.1879 3.8653 0.4024
N 0.0809 3.4305 0.1421
C 1.0471 4.3256 -0.0378
C 0.8393 5.6968 -0.0050
C -0.4228 6.1675 0.3228
C -1.4453 5.2567 0.5621
C -2.7764 5.6601 0.9012
N -3.1370 6.8996 1.1791
H -5.6508 2.7396 0.5087
H -5.1003 0.4012 -0.1738
H -2.7141 -0.2240 -0.4973
H 2.0359 3.9328 -0.2499
H 1.6456 6.3728 -0.2285
H -0.6355 7.2228 0.3807
C 2.2174 -4.3367 -2.9414
Si 0.6307 -5.0524 -2.1462
C -1.0019 -4.6662 -3.0655
C 0.8328 -6.9565 -2.1960
Si 0.4490 -3.9908 0.0729
Te 0.3310 -1.4014 -0.4337
Si -1.5410 -5.0056 1.0133
C -3.1343 -4.3211 0.1864
C -1.4408 -6.8726 0.6259
C -1.7027 -4.8864 2.9188
Si 2.5257 -4.4639 1.2174
C 3.9500 -3.5046 0.3773
C 2.5328 -4.0382 3.0802
C 2.8329 -6.3445 1.0456
H 2.2237 -4.4452 -4.0226
H 3.0903 -4.8594 -2.5647
H 2.3336 -3.2842 -2.7009
H -0.8894 -4.7106 -4.1437
H -1.3632 -3.6761 -2.8130
H -1.7749 -5.3779 -2.7915
H 1.1373 -7.2826 -3.1884
H -0.0926 -7.4680 -1.9596
H 1.5828 -7.3110 -1.4993
H -3.4501 -4.9659 -0.6262
H -2.9715 -3.3331 -0.2333
H -3.9643 -4.2521 0.8827
H -1.7373 -7.0814 -0.3947
H -2.1007 -7.4431 1.2717
H -0.4398 -7.2632 0.7642
H -2.0158 -3.9091 3.2608
H -0.7637 -5.1178 3.4087
H -2.4341 -5.6027 3.2799
H 3.7726 -2.4343 0.4304
H 4.0467 -3.7703 -0.6684
H 4.9028 -3.7034 0.8579
H 2.5107 -2.9688 3.2568
H 3.4313 -4.4213 3.5584
H 1.6868 -4.4748 3.6000
H 3.1299 -6.6122 0.0382
H 1.9452 -6.9173 1.2919
H 3.6244 -6.6745 1.7117
```

Values from the calculation:
DFT total energy   -175045.1608 eV
Maximum force   3.22 eV/A
HOMO   -9.771 eV
Frontier orbital gap   5.242 eV
Multiplicity   1
Charge   +1

Q: Which formula does entry 1 have?
A: C52H67BrN10O3

Q: Which formula does entry 3 have?
A: C52H70HfN7O2SeSi4Te